The following is a quantum chemistry calculation of a cluster of 2 separate species, CH4ClNOS in total at a distorted geometry, from the Open Molecules 2025 dataset.

Output
**2S+1**: 1
**Energy relative to the best compared isomer or geometry (same formula, charge and spin)**: 2.5867 eV
**HOMO-LUMO gap**: 0.2950 hartree
**E**: -1028.7718 Eh

CARTESIAN COORDINATES (ANGSTROEM)
1 C -0.463 1.314 0.467
2 N 1.092 -1.059 -0.822
3 O -0.830 -1.801 0.763
4 S 0.383 -1.003 0.720
5 Cl -1.958 0.806 -0.246
6 H 0.101 2.068 -0.086
7 H -0.673 1.218 1.511
8 H 0.404 -1.045 -1.567
9 H 1.944 -0.498 -0.742

How positive or negative is each atom? The Löwdin charges in e answer that:
1. C -0.59
2. N -0.25
3. O -0.55
4. S 0.81
5. Cl 0.50
6. H 0.02
7. H -0.03
8. H 0.04
9. H 0.05

***

The following is a quantum chemistry calculation of a structure of composition H12NaO7 at a distorted geometry, from the Open Molecules 2025 dataset.

Output
**2S+1**: 1
**Total charge**: -1
**HOMO-LUMO gap**: 0.2315 hartree
**E**: -696.2494 Eh

CARTESIAN COORDINATES (ANGSTROEM)
1 Na 0.734 -2.067 1.472
2 O 0.007 -0.246 0.100
3 H 0.912 0.023 0.289
4 O 2.304 -0.954 2.853
5 H 2.806 -0.414 2.236
6 O -0.811 -2.365 -1.321
7 H -0.532 -1.550 -0.816
8 H -1.708 -2.543 -1.022
9 O -1.409 1.234 -1.786
10 H -1.180 0.872 -2.647
11 H -0.896 0.675 -1.154
12 O 1.790 0.185 -2.368
13 H 1.328 0.221 -1.511
14 H 2.442 -0.513 -2.260
15 O 0.532 2.227 1.472
16 H -0.165 2.808 1.149
17 H 0.345 1.376 1.019
18 O -2.455 0.618 1.408
19 H -2.358 -0.070 2.070
20 H -1.688 0.481 0.817

How positive or negative is each atom? The Löwdin charges in e answer that:
1. Na 0.62
2. O -0.43
3. H -0.04
4. O -0.57
5. H -0.16
6. O -0.11
7. H -0.03
8. H 0.02
9. O -0.09
10. H 0.02
11. H -0.03
12. O -0.07
13. H 0.00
14. H 0.03
15. O -0.08
16. H 0.03
17. H -0.02
18. O -0.08
19. H 0.02
20. H -0.02

***

The following is a quantum chemistry calculation of a structure of composition CH3N3O at a distorted geometry, from the Open Molecules 2025 dataset.

Output
**2S+1**: 1
**Energy relative to the best compared isomer or geometry (same formula, charge and spin)**: 4.1989 eV
**HOMO-LUMO gap**: 0.3073 hartree
**E**: -279.2729 Eh

CARTESIAN COORDINATES (ANGSTROEM)
1 C 0.144 0.193 1.062
2 N -0.467 0.501 -0.462
3 N 0.870 -0.818 0.638
4 N 0.861 -0.675 -0.714
5 O -0.119 0.831 2.036
6 H -1.385 0.083 -0.606
7 H -0.417 1.451 -0.830
8 H 0.512 -1.565 -1.121

How positive or negative is each atom? The Löwdin charges in e answer that:
1. C -0.53
2. N 0.15
3. N -0.04
4. N 0.05
5. O 0.06
6. H 0.11
7. H 0.11
8. H 0.09

***

The following is a quantum chemistry calculation of a cluster of 4 separate species, C23H33BrN2O4 in total at a distorted geometry, from the Open Molecules 2025 dataset.

Output
**2S+1**: 1
**Total charge**: +2
**HOMO-LUMO gap**: 0.2356 hartree
**E**: -3879.9965 Eh

CARTESIAN COORDINATES (ANGSTROEM)
1 Br 0.871 -3.055 3.119
2 C 0.237 -1.940 4.641
3 C -1.354 -1.961 4.601
4 C -1.935 -0.606 3.998
5 N -1.447 -0.399 2.591
6 C -1.945 -1.295 1.649
7 C -1.507 -1.207 0.280
8 C -0.529 -0.158 -0.127
9 C -0.088 -0.175 -1.598
10 C 1.345 -0.182 -1.927
11 C 1.706 -0.242 -3.328
12 N 0.786 -0.292 -4.358
13 C 1.176 -0.397 -5.781
14 O 1.046 -1.727 -6.325
15 C 1.087 -2.725 -5.343
16 C -0.150 -3.376 -4.901
17 C -0.213 -4.394 -3.864
18 C 1.024 -4.803 -3.209
19 C 2.299 -4.201 -3.635
20 C 2.326 -3.181 -4.685
21 C -0.564 -0.243 -4.042
22 C -1.069 -0.183 -2.686
23 C -0.066 0.772 0.890
24 C -0.576 0.590 2.249
25 H 0.655 -2.288 5.620
26 H 0.588 -0.882 4.493
27 H -1.688 -2.858 4.017
28 H -1.714 -2.046 5.659
29 H -1.665 0.284 4.627
30 H -3.046 -0.743 3.952
31 H -2.679 -2.084 1.922
32 H -1.886 -1.932 -0.484
33 H 2.172 -0.167 -1.167
34 H 2.791 -0.254 -3.582
35 H 0.531 0.279 -6.411
36 H 2.239 -0.068 -5.934
37 H -1.090 -3.022 -5.403
38 H -1.211 -4.805 -3.593
39 H 0.950 -5.562 -2.395
40 H 3.206 -4.556 -3.096
41 H 3.296 -2.725 -5.011
42 H -1.262 -0.273 -4.907
43 H -2.174 -0.173 -2.561
44 H 0.648 1.570 0.600
45 H -0.220 1.265 3.060
46 C -0.269 4.853 3.322
47 O -0.012 3.453 3.480
48 H -0.508 5.050 2.279
49 H -1.114 5.145 3.946
50 H 0.618 5.423 3.603
51 H 0.197 3.307 4.410
52 C -3.391 6.992 2.299
53 O -3.482 6.159 3.450
54 H -2.428 7.500 2.312
55 H -3.466 6.385 1.393
56 H -4.190 7.735 2.313
57 H -4.340 5.722 3.417
58 C 3.308 -0.371 1.229
59 O 4.134 -0.179 0.085
60 H 2.592 -1.165 1.014
61 H 3.920 -0.662 2.084
62 H 2.768 0.552 1.456
63 H 4.761 0.524 0.295

How positive or negative is each atom? The Löwdin charges in e answer that:
1. Br 0.63
2. C -0.53
3. C -0.24
4. C -0.10
5. N -0.06
6. C 0.00
7. C 0.06
8. C -0.10
9. C -0.09
10. C 0.09
11. C 0.05
12. N -0.03
13. C -0.10
14. O -0.04
15. C -0.27
16. C -0.02
17. C -0.07
18. C -0.07
19. C -0.05
20. C -0.01
21. C 0.04
22. C 0.06
23. C 0.07
24. C 0.03
25. H 0.08
26. H 0.06
27. H 0.09
28. H 0.13
29. H 0.15
30. H 0.14
31. H 0.16
32. H 0.14
33. H 0.11
34. H 0.16
35. H 0.17
36. H 0.16
37. H 0.12
38. H 0.11
39. H 0.11
40. H 0.11
41. H 0.12
42. H 0.16
43. H 0.14
44. H 0.14
45. H 0.12
46. C -0.12
47. O -0.16
48. H 0.08
49. H 0.07
50. H 0.09
51. H 0.08
52. C -0.16
53. O -0.14
54. H 0.08
55. H 0.07
56. H 0.08
57. H 0.08
58. C -0.17
59. O -0.13
60. H 0.05
61. H 0.09
62. H 0.07
63. H 0.09

***

The following is a quantum chemistry calculation of an isolated molecule of C5H13NO at a distorted geometry, from the Open Molecules 2025 dataset.

Output
**2S+1**: 1
**SMILES string**: CC(C)(C)CNO
**Energy relative to the best compared isomer or geometry (same formula, charge and spin)**: 2.3360 eV
**HOMO-LUMO gap**: 0.3498 hartree
**E**: -328.2330 Eh

CARTESIAN COORDINATES (ANGSTROEM)
1 C -1.022 -1.530 -0.417
2 C -0.016 -0.412 -0.139
3 C 0.186 0.418 -1.408
4 C 1.315 -1.027 0.297
5 C -0.647 0.470 1.040
6 N 0.149 1.593 1.412
7 O -0.327 2.821 0.788
8 H -1.202 -2.119 0.480
9 H -1.972 -1.122 -0.755
10 H -0.641 -2.197 -1.190
11 H 0.975 1.158 -1.280
12 H 0.481 -0.232 -2.231
13 H -0.738 0.918 -1.698
14 H 1.187 -1.616 1.203
15 H 1.702 -1.679 -0.485
16 H 2.067 -0.264 0.488
17 H -0.750 -0.170 1.921
18 H -1.640 0.803 0.731
19 H 1.153 1.438 1.422
20 H -0.260 2.750 -0.178

How positive or negative is each atom? The Löwdin charges in e answer that:
1. C -0.07
2. C -0.59
3. C -0.06
4. C -0.06
5. C -0.18
6. N -0.09
7. O -0.08
8. H 0.08
9. H 0.08
10. H 0.08
11. H 0.08
12. H 0.08
13. H 0.08
14. H 0.08
15. H 0.08
16. H 0.07
17. H 0.12
18. H 0.13
19. H 0.11
20. H 0.06

***

The following is a quantum chemistry calculation of a structure of composition C12H24BrO8PSi2 at a distorted geometry, from the Open Molecules 2025 dataset.

Output
**2S+1**: 1
**HOMO-LUMO gap**: 0.3062 hartree
**E**: -4568.0192 Eh

CARTESIAN COORDINATES (ANGSTROEM)
1 C 2.176 1.308 -1.818
2 P 0.752 0.717 -2.843
3 C 0.230 2.213 -3.808
4 Si -0.796 0.182 -1.350
5 O -2.033 -0.767 -1.986
6 Si -3.252 -0.043 -2.845
7 C -4.077 1.431 -1.963
8 C -5.481 1.078 -1.576
9 O -5.832 0.906 -0.449
10 Br -6.785 0.924 -3.024
11 H 3.087 0.838 -2.151
12 H 2.057 1.051 -0.776
13 H 2.300 2.381 -1.901
14 H -0.736 2.013 -4.251
15 H 0.160 3.088 -3.173
16 H 0.965 2.382 -4.575
17 H -0.156 -0.587 -0.291
18 H -1.341 1.417 -0.715
19 H -4.300 -1.066 -3.030
20 H -2.846 0.395 -4.194
21 H -4.153 2.239 -2.678
22 H -3.597 1.748 -1.054
23 C -0.586 -4.390 1.927
24 C 0.318 -4.409 0.716
25 C 1.676 -5.027 0.961
26 O 2.506 -4.320 0.035
27 C 1.936 -3.103 -0.177
28 O 2.469 -2.197 -0.720
29 O 0.676 -3.076 0.320
30 H -0.269 -3.617 2.627
31 H -1.611 -4.159 1.638
32 H -0.585 -5.356 2.432
33 H -0.185 -4.889 -0.127
34 H 1.699 -6.095 0.756
35 H 2.046 -4.848 1.974
36 C 2.994 3.629 2.836
37 C 1.716 2.852 2.614
38 C 1.126 2.245 3.867
39 O 0.466 1.078 3.362
40 C 1.110 0.702 2.228
41 O 0.956 -0.335 1.677
42 O 1.952 1.681 1.813
43 H 3.831 2.950 2.998
44 H 3.235 4.230 1.960
45 H 2.902 4.298 3.692
46 H 0.979 3.471 2.096
47 H 0.415 2.902 4.362
48 H 1.888 1.935 4.586

How positive or negative is each atom? The Löwdin charges in e answer that:
1. C -0.34
2. P 0.70
3. C -0.36
4. Si 0.38
5. O -0.46
6. Si 0.51
7. C -0.29
8. C -0.89
9. O 0.03
10. Br 0.67
11. H 0.02
12. H 0.00
13. H 0.03
14. H 0.00
15. H 0.02
16. H 0.02
17. H -0.05
18. H -0.04
19. H -0.02
20. H -0.02
21. H 0.07
22. H 0.06
23. C -0.02
24. C -0.33
25. C -0.10
26. O 0.06
27. C -0.56
28. O 0.16
29. O 0.06
30. H 0.09
31. H 0.08
32. H 0.09
33. H 0.16
34. H 0.14
35. H 0.14
36. C -0.02
37. C -0.33
38. C -0.10
39. O 0.07
40. C -0.55
41. O 0.14
42. O 0.07
43. H 0.09
44. H 0.08
45. H 0.09
46. H 0.16
47. H 0.14
48. H 0.14

***

The following is a quantum chemistry calculation of an isolated molecule of C18H29Cl at a distorted geometry, from the Open Molecules 2025 dataset.

Output
**2S+1**: 1
**SMILES string**: CCc1ccc(CC[C@H](C)CCCC(C)(C)Cl)cc1
**Energy relative to the best compared isomer or geometry (same formula, charge and spin)**: 0.3798 eV
**HOMO-LUMO gap**: 0.3498 hartree
**E**: -1163.3652 Eh

CARTESIAN COORDINATES (ANGSTROEM)
1 C -5.726 -4.172 -0.238
2 C -5.090 -3.569 0.991
3 C -4.289 -2.253 0.726
4 C -4.046 -1.707 -0.553
5 C -3.272 -0.587 -0.909
6 C -2.712 0.059 0.121
7 C -2.033 1.343 -0.444
8 C -0.531 0.996 -0.249
9 C 0.295 1.234 -1.579
10 C 0.469 -0.081 -2.353
11 C 1.687 1.793 -1.094
12 C 2.649 0.930 -0.262
13 C 3.736 1.959 0.133
14 C 5.064 1.286 0.608
15 C 4.952 0.338 1.760
16 C 5.933 2.427 1.094
17 Cl 5.822 0.424 -0.773
18 C -2.868 -0.319 1.413
19 C -3.715 -1.439 1.694
20 H -6.043 -5.189 -0.023
21 H -5.032 -4.204 -1.131
22 H -6.628 -3.598 -0.358
23 H -4.496 -4.303 1.533
24 H -5.924 -3.166 1.633
25 H -4.580 -2.214 -1.369
26 H -3.267 -0.244 -1.911
27 H -2.263 1.561 -1.439
28 H -2.281 2.344 0.130
29 H -0.197 1.710 0.479
30 H -0.346 0.032 0.054
31 H -0.110 1.975 -2.199
32 H 1.314 -0.695 -2.066
33 H 0.522 0.225 -3.485
34 H -0.456 -0.612 -2.218
35 H 1.383 2.757 -0.538
36 H 2.200 2.151 -1.886
37 H 2.212 0.610 0.638
38 H 3.138 0.169 -1.013
39 H 3.950 2.567 -0.710
40 H 3.454 2.463 1.042
41 H 4.399 -0.557 1.583
42 H 6.005 0.137 2.061
43 H 4.477 0.755 2.617
44 H 5.447 2.961 1.831
45 H 6.317 2.958 0.221
46 H 6.823 2.016 1.647
47 H -2.434 0.447 2.070
48 H -3.909 -1.717 2.723

How positive or negative is each atom? The Löwdin charges in e answer that:
1. C -0.13
2. C -0.21
3. C -0.21
4. C -0.03
5. C -0.05
6. C -0.29
7. C -0.11
8. C -0.16
9. C -0.33
10. C -0.06
11. C -0.20
12. C -0.18
13. C -0.22
14. C -0.91
15. C -0.12
16. C -0.12
17. Cl 0.65
18. C -0.03
19. C -0.04
20. H 0.07
21. H 0.09
22. H 0.07
23. H 0.11
24. H 0.12
25. H 0.09
26. H 0.11
27. H 0.07
28. H 0.15
29. H 0.09
30. H 0.09
31. H 0.10
32. H 0.06
33. H 0.11
34. H 0.05
35. H 0.14
36. H 0.06
37. H 0.09
38. H 0.13
39. H 0.10
40. H 0.12
41. H 0.07
42. H 0.09
43. H 0.08
44. H 0.06
45. H 0.08
46. H 0.10
47. H 0.12
48. H 0.10

***

The following is a quantum chemistry calculation of a cluster of 7 separate species, C28H66F9N4O10 in total at a distorted geometry, from the Open Molecules 2025 dataset.

Output
**2S+1**: 1
**Total charge**: +1
**Energy relative to the best compared isomer or geometry (same formula, charge and spin)**: 0.4053 eV
**HOMO-LUMO gap**: 0.2274 hartree
**E**: -2976.2196 Eh

CARTESIAN COORDINATES (ANGSTROEM)
1 C -5.256 0.025 -0.992
2 C -4.732 -1.383 -1.083
3 C -4.291 -1.738 -2.477
4 O -3.947 -3.139 -2.511
5 C -3.966 -3.514 -3.873
6 N -3.619 -1.597 -0.103
7 H -3.987 -1.252 0.767
8 H -3.355 -2.566 -0.027
9 H -1.940 -1.022 -0.352
10 H -6.162 0.245 -1.600
11 H -4.436 0.593 -1.438
12 H -5.298 0.312 0.055
13 H -5.558 -2.097 -0.830
14 H -3.417 -1.086 -2.722
15 H -5.154 -1.467 -3.091
16 H -3.784 -4.595 -3.905
17 H -3.221 -2.979 -4.504
18 H -4.941 -3.386 -4.411
19 C -1.603 -5.298 -1.140
20 C -0.895 -4.868 0.181
21 C -0.191 -6.082 0.715
22 O 0.461 -5.579 1.857
23 C 0.988 -6.644 2.735
24 N 0.045 -3.694 -0.072
25 H 0.278 -3.764 -1.088
26 H -0.453 -2.759 -0.011
27 H 0.957 -3.764 0.469
28 H -2.175 -4.561 -1.660
29 H -2.272 -6.118 -0.864
30 H -0.950 -5.856 -1.878
31 H -1.536 -4.503 0.983
32 H 0.515 -6.544 -0.073
33 H -0.981 -6.808 0.979
34 H 0.197 -7.376 2.933
35 H 1.299 -6.286 3.711
36 H 1.864 -7.135 2.253
37 C -4.158 3.883 3.696
38 C -3.937 2.648 4.497
39 C -3.126 1.685 3.650
40 O -2.606 0.631 4.451
41 C -3.701 -0.215 4.872
42 N -3.387 2.965 5.831
43 H 3.112 1.795 1.805
44 H -3.492 2.111 6.372
45 H -2.373 2.978 5.887
46 H -4.549 3.640 2.690
47 H -3.191 4.422 3.567
48 H -4.786 4.631 4.210
49 H -4.894 2.132 4.643
50 H -2.284 2.179 3.212
51 H -3.815 1.209 2.930
52 H -4.079 -0.924 4.104
53 H -4.516 0.445 5.233
54 H -3.373 -0.803 5.653
55 C 3.192 4.510 -1.914
56 C 3.588 4.319 -0.474
57 C 5.018 3.868 -0.228
58 O 5.455 2.811 -1.044
59 C 6.467 1.933 -0.466
60 N 3.381 5.685 0.278
61 H 4.143 6.409 0.216
62 H 2.481 6.082 -0.053
63 H 3.268 5.371 1.255
64 H 3.991 4.949 -2.536
65 H 2.309 5.066 -2.137
66 H 3.161 3.504 -2.312
67 H 2.786 3.702 -0.006
68 H 5.242 3.570 0.790
69 H 5.603 4.757 -0.488
70 H 6.585 1.142 -1.255
71 H 6.254 1.582 0.541
72 H 7.328 2.574 -0.460
73 C -0.668 1.786 -3.890
74 O 0.523 1.187 -4.487
75 O -1.482 0.930 -3.231
76 C -0.030 2.652 -2.750
77 F 0.595 3.791 -3.162
78 F -0.898 3.189 -1.875
79 F 0.930 1.951 -2.127
80 C 0.480 1.336 -5.889
81 C 1.001 2.812 -6.278
82 H 0.599 3.541 -5.579
83 H 2.039 2.885 -6.082
84 H 0.862 3.119 -7.295
85 H -0.493 0.954 -6.373
86 H 1.240 0.581 -6.233
87 H -1.175 2.447 -4.603
88 C 4.157 0.547 3.029
89 O 3.135 0.360 3.863
90 O 3.851 1.046 1.643
91 C 5.023 1.635 3.705
92 F 4.985 1.566 4.993
93 F 6.246 1.342 3.273
94 F 4.720 2.945 3.376
95 C 2.184 -0.737 3.789
96 C 0.818 -0.198 4.279
97 H 0.625 0.828 3.848
98 H 0.069 -0.891 3.928
99 H 0.842 -0.194 5.402
100 H 2.384 -1.507 4.509
101 H 2.291 -1.275 2.855
102 H 4.743 -0.356 2.993
103 C -0.140 -0.598 -1.054
104 O 0.354 -1.658 -1.813
105 O -0.996 -1.214 -0.148
106 C 0.955 0.053 -0.127
107 F 1.264 -0.847 0.847
108 F 2.101 0.496 -0.548
109 F 0.348 1.108 0.518
110 C 0.624 -1.379 -3.218
111 C 1.354 -2.630 -3.763
112 H 0.754 -3.632 -3.796
113 H 1.842 -2.535 -4.765
114 H 2.102 -2.894 -3.044
115 H 1.257 -0.520 -3.207
116 H -0.324 -1.080 -3.745
117 H -0.673 0.101 -1.713

Atomic partial charges in e from the Löwdin method, atoms 1 to 99:
1. C -0.05
2. C -0.43
3. C -0.20
4. O -0.20
5. C -0.13
6. N 0.06
7. H 0.08
8. H 0.08
9. H 0.08
10. H 0.10
11. H 0.09
12. H 0.07
13. H 0.15
14. H 0.14
15. H 0.13
16. H 0.08
17. H 0.10
18. H 0.10
19. C -0.02
20. C -0.31
21. C -0.24
22. O -0.21
23. C -0.04
24. N 0.21
25. H 0.14
26. H 0.10
27. H 0.19
28. H 0.05
29. H 0.09
30. H 0.11
31. H 0.15
32. H 0.16
33. H 0.14
34. H 0.09
35. H 0.08
36. H 0.10
37. C -0.08
38. C -0.48
39. C -0.21
40. O -0.20
41. C -0.08
42. N 0.06
43. H 0.16
44. H 0.06
45. H 0.07
46. H 0.09
47. H 0.09
48. H 0.09
49. H 0.12
50. H 0.12
51. H 0.12
52. H 0.10
53. H 0.08
54. H 0.06
55. C -0.04
56. C -0.28
57. C -0.21
58. O -0.18
59. C -0.03
60. N 0.21
61. H 0.19
62. H 0.17
63. H 0.17
64. H 0.11
65. H 0.07
66. H 0.09
67. H 0.16
68. H 0.11
69. H 0.13
70. H 0.12
71. H 0.07
72. H 0.08
73. C -0.44
74. O -0.17
75. O -0.21
76. C -0.53
77. F 0.07
78. F 0.13
79. F 0.12
80. C -0.24
81. C -0.05
82. H 0.05
83. H 0.05
84. H 0.06
85. H 0.14
86. H 0.11
87. H 0.15
88. C -0.31
89. O -0.06
90. O -0.04
91. C -0.58
92. F 0.21
93. F 0.15
94. F 0.10
95. C -0.19
96. C -0.05
97. H 0.09
98. H 0.06
99. H 0.10

***

These records have E_LUMO values of -0.08, 1.99, -0.22, -7.48, 0.76, 0.58, 0.82, -2.81 eV, in the order they appear.